74
Properties=species:S:1:pos:R:3:forces:R:3 method="wB97M-V/def2-TZVPD" total_charge=+4 e_lumo_ev=-13.43
Mo -0.1069 -0.5315 0.1469 0.2 0.4 -1.0
C -6.7540 -0.7659 0.0185 -0.1 -0.4 -0.1
C -6.5597 -2.0853 -0.4050 -0.2 0.4 0.2
C -5.2843 -2.6372 -0.5334 0.6 0.1 0.0
C -4.2017 -1.8132 -0.2479 -0.8 0.7 0.3
C -2.7821 -1.9887 -0.3490 0.8 0.3 -0.1
N -2.1827 -3.0812 -0.7107 -0.8 -0.8 -0.5
C -0.9164 -3.3312 -0.6136 0.1 0.5 0.7
C -0.2975 -4.5538 -1.0280 0.9 -0.6 -0.2
C -0.8070 -5.7025 -1.6263 0.0 0.6 0.2
C 0.0403 -6.8045 -1.7317 0.3 -0.1 0.0
C 1.3582 -6.7578 -1.2755 -0.3 -0.1 -0.2
C 1.8895 -5.6017 -0.7063 -0.1 0.6 0.2
C 1.0470 -4.5008 -0.5803 -0.6 -0.7 -0.6
C 1.2087 -3.2417 0.0788 -0.5 0.4 0.4
N 2.2707 -2.8867 0.7268 1.0 -0.7 0.1
C 2.4511 -1.7615 1.3436 -0.6 0.2 -0.5
N 1.6245 -0.6447 1.1644 1.1 0.0 1.1
C 2.1176 0.3021 2.0870 -0.5 -0.3 -0.6
N 1.5872 1.4742 2.2405 0.5 0.9 0.5
C 0.4183 1.8462 1.8306 -0.3 -0.8 0.1
N -0.5659 0.9732 1.3447 -0.3 1.3 0.9
C -1.6939 1.7677 1.0938 0.1 -0.8 0.3
N -2.8433 1.3058 0.7235 -0.7 0.9 0.0
C -3.0996 0.0963 0.3357 0.8 -0.4 -0.2
N -2.0966 -0.8100 -0.0490 -1.5 -0.2 0.3
C -4.3995 -0.4708 0.1820 -0.6 -0.9 -0.2
C -5.6779 0.0588 0.3294 0.7 0.1 0.0
C -1.4106 3.1433 1.3832 0.7 0.9 0.3
C -2.1839 4.2969 1.3185 0.1 -0.7 0.0
C -1.5913 5.4888 1.7245 0.3 0.2 0.1
C -0.2822 5.5343 2.2038 -0.3 0.1 -0.1
C 0.4935 4.3826 2.2926 0.0 -0.6 -0.1
C -0.0770 3.1899 1.8600 -0.8 0.8 -0.2
C 3.2782 -0.1770 2.7642 0.6 -0.9 0.2
C 4.1279 0.4019 3.7040 -0.5 0.0 -0.4
C 5.1988 -0.3627 4.1549 0.1 -0.4 -0.1
C 5.4146 -1.6621 3.6848 0.0 0.4 0.2
C 4.5688 -2.2554 2.7496 -0.5 0.0 -0.4
C 3.4962 -1.5014 2.2893 0.4 0.8 0.7
N 0.0115 -2.5001 0.0492 0.2 -1.8 -0.3
H -7.7616 -0.3819 0.1094 0.0 0.0 0.0
H -7.4241 -2.6917 -0.6375 0.0 0.0 0.0
H -5.1476 -3.6590 -0.8552 0.0 -0.1 0.0
H -1.8231 -5.7420 -1.9862 -0.1 0.0 0.0
H -0.3331 -7.7191 -2.1712 0.0 0.0 0.0
H 1.9777 -7.6400 -1.3649 0.0 0.0 0.0
H 2.9095 -5.5675 -0.3569 0.1 0.0 0.1
H -5.8203 1.0743 0.6628 -0.1 0.1 0.0
H -3.2068 4.2681 0.9795 -0.1 0.0 0.0
H -2.1612 6.4038 1.6747 -0.1 0.1 0.0
H 0.1333 6.4814 2.5186 0.0 0.0 0.0
H 1.4942 4.4067 2.6925 0.1 0.0 0.0
H 3.9608 1.4041 4.0669 0.0 0.1 0.0
H 5.8734 0.0511 4.8911 0.0 0.0 0.0
H 6.2564 -2.2219 4.0661 0.1 0.0 0.0
H 4.7439 -3.2596 2.3949 0.0 -0.1 0.0
O 2.2442 0.5444 -2.3436 -0.3 0.3 -0.1
C 1.1099 0.9147 -2.2510 1.4 0.4 -1.0
O 0.2636 0.3499 -1.3925 -0.6 0.2 -0.4
C 0.5370 2.0821 -3.0703 -0.7 -0.4 0.7
N 1.5501 2.5145 -4.0777 0.5 -0.4 -0.4
C 1.7778 3.9908 -3.9201 0.3 0.9 0.3
C 1.4737 4.2449 -2.4522 -0.1 -0.1 0.0
C 0.2779 3.3277 -2.1822 0.0 0.0 0.0
H -0.3818 1.7438 -3.5614 0.2 0.1 0.0
H 1.2824 2.2912 -5.0439 0.0 -0.1 0.2
H 2.4282 1.9964 -3.8839 -0.3 0.1 -0.1
H 1.0904 4.5441 -4.5647 0.0 -0.3 0.0
H 2.7986 4.2537 -4.1954 -0.1 -0.2 -0.1
H 1.2196 5.2881 -2.2853 0.1 0.0 0.0
H 2.3250 3.9980 -1.8160 0.0 0.0 -0.1
H -0.6481 3.8171 -2.4865 0.0 -0.1 0.0
H 0.1915 3.0594 -1.1263 -0.1 0.0 -0.1